Density functional theory data (ωB97M-V/def2-TZVPD) for 2 unconnected molecules or ions with the total composition C4H8N3.

Atoms and positions in Å:
1 C -1.34320 -2.62643 1.34158
2 C -0.11791 -2.01870 -0.23755
3 C 1.11419 0.94492 -1.00787
4 C 0.27524 1.16867 0.18165
5 N -0.66932 -3.08382 0.24775
6 N -1.13649 -1.35303 1.50124
7 N -0.41270 -0.93723 0.46125
8 H -1.85229 -3.38819 1.89856
9 H 0.44060 -1.85119 -1.07694
10 H 2.02068 0.28945 -0.87358
11 H 1.56849 2.01006 -1.14835
12 H 0.39940 0.65197 -1.82763
13 H -0.72405 1.51878 -0.05700
14 H 0.71269 1.46500 1.19252
15 H -1.30548 -0.76548 2.31194

Output
E_HOMO (eV): -15.04
DFT total energy (eV): -8738.41733
Energy above the lowest of the compared OMol25 structures with the same formula, charge and spin (kJ/mol): 421.11
Charge: +1
Largest force on an atom (eV/A): 3.8